92
Properties=species:S:1:pos:R:3:forces:R:3 method="wB97M-V/def2-TZVPD" max_force_ev_per_a=3.956 total_charge=+3 homo_energy_ha=-0.565 de_lowest_kcal_mol=18.2
Ta 0.12306 0.52089 -0.92560 -0.215 0.086 0.296
N 0.61333 0.42126 3.46113 -0.097 -0.890 -0.043
C 0.45827 0.06764 2.19440 -1.613 -1.549 2.392
N 0.94711 0.67903 1.18348 0.638 0.880 -1.084
C 1.78536 1.79190 1.42097 -0.175 -0.441 0.294
N 2.40468 2.29674 0.42152 0.529 1.055 0.885
N 2.11854 1.60451 -0.68637 0.847 -1.329 -2.570
C 3.09244 1.35349 -1.51208 -0.324 1.316 0.029
C 2.84185 0.37269 -2.56915 -0.230 -0.347 0.284
C 3.67413 0.04278 -3.61812 -0.186 1.156 0.020
C 3.31090 -0.95206 -4.53238 1.397 0.039 -1.035
C 2.18333 -1.65534 -4.33915 -2.648 0.382 2.913
C 1.35032 -1.30629 -3.18537 1.648 -0.212 -0.736
N 1.69510 -0.32574 -2.33478 -0.778 -0.925 -1.198
C 1.86452 2.30872 2.77225 -0.772 -0.372 0.120
C 2.36228 3.56358 3.03884 1.164 0.808 0.689
C 2.18778 4.10404 4.29661 -0.454 0.472 1.143
C 1.59306 3.34465 5.31578 -0.242 -0.724 -0.414
C 1.14510 2.03775 5.10555 1.037 1.128 0.064
C 1.24096 1.59475 3.81522 0.253 0.250 -0.996
H 0.18629 -0.11029 4.22316 0.049 0.012 -0.656
H -0.22739 -0.76875 2.08413 0.315 0.064 -0.370
H 4.05809 1.88012 -1.40989 -0.485 -0.430 0.088
H 4.51879 0.68520 -3.82541 0.276 -0.205 0.176
H 3.93789 -1.18667 -5.41147 -0.211 0.317 0.678
H 1.81982 -2.46915 -4.91913 0.064 -0.428 -0.615
H 0.46895 -1.89152 -2.94128 -0.001 0.217 -0.231
H 3.02961 4.06444 2.35515 -0.424 0.187 -0.489
H 2.46481 5.13384 4.59216 0.157 -0.775 -0.636
H 1.45496 3.74885 6.28928 0.139 0.439 0.621
H 0.85269 1.36899 5.90172 -0.412 0.199 0.116
O -1.32602 -2.29489 -4.12138 -1.678 0.487 -1.897
C -2.68684 -2.47046 -3.76232 -0.430 0.260 0.122
C -3.65845 -3.08349 -4.59325 1.012 0.467 0.821
C -4.94517 -3.19850 -4.12096 -0.109 0.216 1.320
C -5.33381 -2.63450 -2.91803 -1.206 0.391 0.657
C -4.43872 -1.94233 -2.12200 0.225 -0.446 -0.891
C -3.09557 -1.93104 -2.52346 0.739 0.727 0.499
C -2.11679 -1.32312 -1.52188 0.916 -0.666 -0.574
O -1.23349 -0.24533 -2.00917 -1.199 -0.158 0.549
N -1.08353 -2.30651 -1.15023 0.029 0.189 0.095
N -0.05384 -1.71272 -0.40069 1.433 -0.269 0.763
C 0.66748 -2.55362 0.31640 -0.605 1.976 -1.228
C 1.92647 -2.38617 0.98078 -0.287 -1.200 0.009
Br 3.22343 -1.18425 0.25853 -0.367 -0.638 0.332
C 2.18623 -3.41151 1.86707 0.004 0.202 -0.230
C 3.31888 -3.65601 2.68413 0.204 0.210 -0.057
C 3.45301 -4.86361 3.33964 -0.894 -1.696 0.772
C 4.59714 -5.22618 4.06945 -1.480 -0.202 -0.355
C 5.61351 -4.28379 4.14281 -0.945 -1.445 0.316
C 5.42021 -3.05871 3.53742 2.390 1.294 -0.209
C 4.32829 -2.71682 2.81031 -0.752 -0.305 0.109
H -1.38817 -1.94173 -5.06338 0.419 -0.858 1.608
H -3.45022 -3.48613 -5.56121 0.536 -0.192 -0.377
H -5.71470 -3.78407 -4.54810 -0.315 -0.414 -1.229
H -6.40198 -2.71524 -2.61710 0.979 0.074 -0.204
H -4.79676 -1.40324 -1.25377 0.251 -0.185 0.193
H -2.65298 -0.95474 -0.64193 0.003 0.117 -0.319
H -1.37319 -3.17521 -0.70965 -0.501 0.122 -0.214
H 0.24796 -3.52691 0.36747 -0.277 -0.984 0.338
H 1.45013 -4.22072 1.94958 -0.160 0.524 -0.172
H 2.55010 -5.51047 3.33271 0.910 0.077 -0.050
H 4.58307 -6.21636 4.56739 0.387 0.889 -0.328
H 6.47152 -4.57818 4.72082 0.487 0.489 -0.078
H 6.27807 -2.39033 3.52986 -0.249 0.205 0.334
H 4.08480 -1.78515 2.35235 1.029 0.562 0.258
C 0.28996 2.34101 -5.06679 -0.370 -1.033 -0.809
S -0.74842 1.51404 -3.88480 0.387 0.121 0.424
C -2.27543 2.47922 -3.82045 1.136 -0.283 -1.275
O 0.07394 1.84139 -2.57075 -0.282 -0.458 -0.042
H -0.29823 2.36711 -6.02270 0.706 0.342 0.768
H 1.14863 1.64833 -5.18781 -0.458 0.445 -0.055
H 0.63016 3.27730 -4.65882 -0.116 0.528 -0.168
H -2.85659 1.98671 -4.60406 -0.186 0.378 -0.033
H -2.11409 3.53613 -3.98251 0.064 0.160 -0.144
H -2.73327 2.30324 -2.89121 -0.535 -0.354 1.276
O -1.55251 0.51401 0.56320 0.449 0.165 -0.477
C -1.53420 1.79027 0.55941 -1.330 -0.261 -0.123
O -0.66835 2.33903 -0.19624 0.799 -0.299 -0.296
C -2.49023 2.58236 1.29470 0.274 0.849 -0.133
C -2.28507 3.96308 1.40275 -0.441 0.464 0.681
C -3.14597 4.69306 2.20327 0.034 1.167 -0.599
C -4.23024 4.12743 2.80070 -0.783 -1.709 0.131
C -4.47056 2.76229 2.61052 0.486 0.371 -0.197
C -3.62470 1.99791 1.84456 -0.084 -0.910 -0.023
N -5.63988 2.11716 3.18927 -2.342 -1.775 0.856
O -5.70805 0.86772 3.15486 0.705 2.139 -0.218
O -6.52903 2.81132 3.67045 1.462 -0.284 -0.632
H -1.54619 4.57374 0.91208 0.569 -0.616 -0.292
H -3.08738 5.77967 2.25725 0.407 -0.272 0.041
H -4.94118 4.68410 3.35551 -0.464 0.524 0.505
H -3.86987 0.95432 1.61820 0.170 0.401 0.419

---

88
Properties=species:S:1:pos:R:3:forces:R:3 method="wB97M-V/def2-TZVPD" max_force_ev_per_a=1.400 total_charge=+1 homo_energy_ha=-0.373 de_lowest_kcal_mol=9.0
Fe -0.62338 0.48016 0.20436 0.218 -0.456 1.306
O -1.72762 3.86298 -0.82511 0.123 0.057 -0.016
Cl -1.96471 2.81955 0.09926 -0.052 -0.045 -0.192
O -3.11405 3.06599 0.89347 0.051 -0.014 0.051
O -0.78392 2.56925 0.93962 0.105 -0.099 -0.195
O -2.13278 1.52111 -0.62778 -0.077 0.189 -0.153
N 1.31340 -0.33835 3.77547 -0.007 -0.138 -0.026
C 2.65403 0.10867 3.65189 -0.021 -0.006 0.012
C 3.32039 0.65740 4.73385 -0.001 0.006 -0.006
C 4.62781 1.09660 4.57766 0.000 -0.014 -0.006
C 5.24754 1.02010 3.33946 0.001 0.004 0.005
C 4.56058 0.50208 2.24984 -0.012 0.034 -0.012
C 3.27131 0.02034 2.41437 0.042 0.062 -0.007
S 2.40489 -0.75269 1.09273 -0.084 -0.039 -0.076
N 0.79248 -0.30023 1.48232 0.119 0.521 -0.051
C 0.45431 -0.26418 2.72310 -0.132 -0.101 -0.016
C -1.00421 -0.19878 2.99573 0.067 0.113 0.046
C -1.56881 -0.59265 4.19528 0.015 0.069 -0.011
C -2.95011 -0.54004 4.32747 0.002 -0.004 0.008
C -3.70424 -0.07931 3.26681 0.006 0.008 0.018
C -3.05855 0.27987 2.09331 -0.008 0.026 0.001
N -1.73805 0.20122 1.94883 -0.049 -0.315 -0.374
H 0.90354 -0.20137 4.68514 0.019 -0.003 0.007
H 2.82592 0.73475 5.69511 -0.001 0.003 0.000
H 5.15700 1.50700 5.42658 -0.001 0.002 -0.001
H 6.26355 1.36965 3.21730 -0.004 -0.002 0.002
H 5.02492 0.45924 1.27288 0.000 0.006 -0.016
H -0.95679 -0.96459 5.00544 -0.020 0.008 0.015
H -3.42229 -0.85512 5.24809 0.002 0.006 0.002
H -4.78028 -0.00520 3.32783 0.000 -0.001 -0.003
H -3.61247 0.64343 1.24278 0.009 -0.027 -0.011
C -1.19857 -2.03049 -2.31633 0.053 -0.125 0.142
P -1.19321 -1.65991 -0.53589 0.104 0.286 0.048
C -2.89770 -2.14439 -0.10405 -0.010 -0.047 -0.122
C -3.25662 -3.34060 0.50960 0.003 0.002 0.010
C -4.59451 -3.63257 0.74377 -0.001 0.003 -0.003
C -5.58444 -2.74689 0.34622 0.001 0.000 -0.002
C -5.23624 -1.56596 -0.29652 0.003 0.001 0.003
C -3.90156 -1.26517 -0.51640 -0.012 0.008 0.002
C -0.09847 -2.92156 0.18055 -0.010 -0.041 -0.050
C -0.20309 -3.27714 1.52642 0.029 0.054 0.031
C 0.70437 -4.15164 2.09890 0.004 0.007 0.003
C 1.73690 -4.68316 1.33574 -0.001 -0.001 -0.002
C 1.85501 -4.33225 0.00173 -0.003 -0.005 0.000
C 0.94444 -3.45430 -0.57243 -0.039 -0.045 0.004
H -0.23909 -1.77747 -2.76656 -0.046 -0.040 0.159
H -1.96511 -1.41217 -2.78240 0.050 -0.128 0.165
H -1.43000 -3.08336 -2.47673 0.015 -0.037 0.003
H -2.50143 -4.05938 0.79691 0.001 0.006 0.003
H -4.86130 -4.56404 1.22576 -0.002 0.000 -0.001
H -6.62581 -2.98185 0.52288 0.001 0.000 0.002
H -6.00400 -0.87754 -0.62545 -0.003 0.000 0.002
H -3.63721 -0.33235 -1.00376 0.008 -0.005 -0.013
H -1.00033 -2.86581 2.13560 -0.014 -0.006 -0.006
H 0.60507 -4.42331 3.14206 0.003 -0.001 0.000
H 2.44427 -5.36887 1.78274 0.002 0.002 0.000
H 2.65760 -4.74021 -0.59846 -0.001 -0.003 -0.001
H 1.05795 -3.19005 -1.61553 -0.004 0.002 -0.004
C 0.87514 4.50949 -3.48987 -0.009 -0.006 0.028
O 1.04745 3.10201 -3.62136 0.058 -0.087 0.176
C -0.04913 2.33003 -3.73990 -0.028 -0.054 -0.215
C -1.35300 2.81119 -3.72537 0.014 0.028 -0.013
C -2.41214 1.96601 -4.00993 -0.030 -0.005 0.014
C -2.19232 0.63624 -4.33359 -0.001 0.054 -0.036
C -0.89916 0.14485 -4.32397 0.098 0.200 -0.165
C 0.16560 0.96574 -3.98700 -0.017 0.030 0.017
N 1.47792 0.42496 -4.07502 -0.077 -0.100 -0.094
C 2.59078 0.70429 -3.41690 0.060 -0.029 0.121
C 2.80140 1.39018 -2.22143 0.034 0.011 -0.086
C 4.09371 1.97043 -2.06362 0.045 0.071 0.026
C 4.37650 2.80337 -1.02627 0.001 -0.054 -0.045
C 3.36093 3.05722 -0.07220 0.009 -0.031 0.021
C 2.13884 2.45547 -0.13535 -0.086 0.053 0.106
C 1.81565 1.54062 -1.18254 0.237 -0.135 0.178
O 0.79330 0.78518 -1.17099 -0.710 0.056 -0.480
H 1.87869 4.91691 -3.41226 -0.010 0.017 0.012
H 0.30755 4.75113 -2.59071 -0.004 0.009 0.017
H 0.37892 4.91894 -4.37193 -0.019 0.007 0.018
H -1.54012 3.85063 -3.50265 -0.014 -0.026 -0.010
H -3.41820 2.36328 -4.00119 -0.008 0.001 0.004
H -3.01675 -0.01158 -4.59731 -0.030 -0.006 -0.013
H -0.70555 -0.89135 -4.57667 0.004 0.168 -0.114
H 1.59620 -0.20775 -4.85292 0.023 0.094 -0.072
H 3.47907 0.34616 -3.93079 -0.013 0.017 -0.008
H 4.83841 1.77934 -2.82840 0.002 -0.007 0.004
H 5.34602 3.27225 -0.93521 -0.005 -0.007 0.001
H 3.56997 3.72573 0.75484 0.000 0.011 -0.009
H 1.39799 2.64463 0.62907 0.039 -0.016 -0.056